Below is a 8-piece molecular cluster, C22H48O10S7 overall, with properties calculated with ωB97M-V/def2-TZVPD.

Its orbital gap is 8.1 eV. The calculation puts the total energy at -4406.468569 Ha.

The geometry in ORCA input format:
```
! wB97M-V def2-TZVPD RIJCOSX def2/J DEFGRID3
* xyz 0 1
C 2.86 -3.14 -1.05
C 2.79 -2.26 -2.07
C 2.52 -0.85 -1.70
C 1.29 -0.30 -1.70
C -0.01 -0.87 -2.08
C -1.06 -0.95 -1.25
C 1.44 1.11 -1.21
O 0.64 1.90 -0.86
O 2.79 1.39 -1.13
C 3.49 0.19 -1.27
O 4.64 0.15 -1.03
H 2.43 -4.14 -1.09
H 3.34 -2.79 -0.13
H 2.98 -2.52 -3.11
H -0.08 -1.26 -3.09
H -0.95 -1.09 -0.18
H -2.07 -0.89 -1.63
C -0.35 5.11 0.94
S 0.56 4.19 2.17
O -0.06 4.51 3.50
C 2.06 5.16 2.04
H -1.36 4.70 0.88
H -0.40 6.16 1.23
H 0.13 5.00 -0.03
H 1.84 6.20 2.26
H 2.47 5.04 1.04
H 2.77 4.77 2.77
C -5.33 5.51 3.41
S -4.40 6.51 2.25
O -4.21 5.69 1.02
C -2.85 6.46 3.15
H -6.33 5.38 3.01
H -4.84 4.54 3.53
H -5.39 6.03 4.37
H -2.53 5.43 3.28
H -2.98 6.95 4.12
H -2.11 7.01 2.57
C -3.50 -3.59 -4.20
S -3.27 -1.91 -4.80
O -3.37 -1.02 -3.61
C -4.84 -1.80 -5.67
H -2.64 -3.83 -3.59
H -4.41 -3.64 -3.60
H -3.56 -4.27 -5.05
H -5.66 -1.97 -4.97
H -4.86 -2.53 -6.48
H -4.92 -0.79 -6.08
C 2.15 -0.03 1.87
S 3.81 -0.61 2.26
O 3.66 -2.04 2.65
C 4.03 0.33 3.77
H 1.84 -0.57 0.98
H 1.49 -0.28 2.70
H 2.15 1.04 1.69
H 3.24 0.07 4.48
H 4.01 1.40 3.54
H 5.00 0.06 4.18
C -3.14 2.72 0.53
S -3.96 1.22 1.04
O -3.05 0.11 0.64
C -5.26 1.27 -0.20
H -2.25 2.83 1.16
H -2.84 2.63 -0.52
H -3.79 3.58 0.66
H -4.82 1.29 -1.19
H -5.88 2.15 -0.03
H -5.86 0.37 -0.08
C -1.06 -2.35 2.63
S 0.12 -3.45 1.84
O -0.57 -4.07 0.69
C 0.14 -4.67 3.16
H -1.25 -1.52 1.94
H -1.99 -2.89 2.81
H -0.64 -1.97 3.56
H -0.87 -5.05 3.32
H 0.53 -4.22 4.07
H 0.79 -5.48 2.84
C 6.18 -5.73 -2.01
S 5.38 -4.41 -2.93
O 4.11 -4.96 -3.47
C 6.56 -4.39 -4.29
H 5.57 -5.93 -1.13
H 6.24 -6.62 -2.63
H 7.17 -5.41 -1.70
H 6.60 -5.38 -4.76
H 7.54 -4.11 -3.91
H 6.22 -3.65 -5.01
*
```

Here are the Löwdin charges for atoms 1 to 2, given in e: 0.04, -0.10

***

Below is C9H27FNa2O12P3 as an isolated structure, with properties calculated with ωB97M-V/def2-TZVPD.

Its orbital gap is 7.6 eV. The calculation puts the total energy at -2710.618160 Ha. The calculation puts the energy above the lowest of the compared OMol25 structures with the same formula, charge and spin at 4.099 eV.

The geometry in ORCA input format:
```
! wB97M-V def2-TZVPD RIJCOSX def2/J DEFGRID3
* xyz 1 1
Na 6.80 8.78 7.50
Na 4.57 6.45 7.30
F 5.97 7.40 5.75
C 4.83 5.15 2.94
O 3.67 4.32 2.92
P 2.62 4.20 4.11
O 2.74 5.13 5.24
O 1.24 4.11 3.36
C 0.15 4.92 3.81
O 2.85 2.67 4.59
C 4.12 2.21 5.00
H 4.88 5.74 3.86
H 4.73 5.81 2.07
H 5.75 4.57 2.97
H -0.80 4.76 3.32
H 0.49 5.95 3.91
H -0.02 4.75 4.88
H 4.22 1.15 4.81
H 4.18 2.31 6.10
H 4.95 2.83 4.67
C 3.22 9.40 6.40
O 2.19 8.38 6.43
P 0.89 8.69 7.31
O 0.78 10.04 7.89
O -0.29 8.20 6.37
C -0.57 8.81 5.12
O 0.94 7.51 8.43
C 2.01 7.69 9.32
H 3.27 10.02 7.30
H 2.89 10.15 5.67
H 4.16 8.97 6.04
H 0.05 9.69 4.94
H -1.63 9.06 5.12
H -0.45 8.12 4.28
H 2.18 6.83 9.96
H 1.85 8.59 9.91
H 2.97 7.82 8.80
C 7.93 5.01 5.03
O 8.93 4.07 4.64
P 8.62 2.53 4.40
O 7.26 2.13 4.78
O 9.01 2.19 2.90
C 8.02 2.24 1.90
O 9.74 1.87 5.30
C 10.00 0.46 5.19
H 7.38 4.80 5.96
H 7.31 5.40 4.23
H 8.62 5.76 5.44
H 6.97 2.07 2.13
H 8.24 1.49 1.13
H 8.12 3.12 1.26
H 10.93 0.26 4.65
H 9.15 0.02 4.68
H 10.20 0.03 6.17
*
```

Here are the Löwdin charges for atoms 1 to 2, given in e: 0.80, 0.63

***

Below is an isolated ion of composition C3H4ClN3 and charge +2, with properties calculated with ωB97M-V/def2-TZVPD.

Its orbital gap (spin up / spin down) is 6.0 / 7.7 eV. The expectation value of S² is 2.02. The calculation puts the total energy at -740.165468 Ha.

The geometry in ORCA input format:
```
! wB97M-V def2-TZVPD RIJCOSX def2/J DEFGRID3
* xyz 2 3
C 0.60 0.93 0.02
C -0.04 -2.20 1.62
C -0.83 1.01 -1.99
N 0.25 -1.12 1.18
N 0.78 0.08 1.02
N -0.23 0.87 -0.92
Cl -0.45 -3.63 2.09
H 1.12 1.80 0.12
H -0.53 0.66 -2.96
H -1.86 1.23 -2.13
H 1.18 0.36 1.95
*
```

Here are the Löwdin charges for atoms 1 to 2, given in e: -0.07, -0.44

***

Below is the molecule C12H16FNO4S, with properties calculated with ωB97M-V/def2-TZVPD.

Its orbital gap is 9.3 eV. The calculation puts the total energy at -1320.597788 Ha.

The geometry in ORCA input format:
```
! wB97M-V def2-TZVPD RIJCOSX def2/J DEFGRID3
* xyz 0 1
C -1.79 -2.69 -1.84
H -2.85 -2.94 -1.69
H -1.23 -3.61 -1.96
H -1.69 -2.08 -2.75
O -1.24 -2.05 -0.72
C -1.82 -0.90 -0.27
C -2.85 -0.23 -0.92
C -3.36 0.94 -0.39
C -2.84 1.44 0.79
C -1.82 0.79 1.45
C -1.31 -0.36 0.91
S -0.04 -1.25 1.84
O 0.56 -0.32 2.76
O -0.68 -2.42 2.36
N 1.16 -1.78 0.82
H 0.78 -2.33 0.07
C 2.23 -0.88 0.47
H 2.44 -0.31 1.38
C 1.88 0.08 -0.68
C 2.99 1.12 -0.91
H 2.93 1.49 -1.93
C 2.63 2.22 0.09
H 3.23 2.14 1.00
C 1.14 1.97 0.41
H 0.50 2.80 0.13
O 0.73 0.85 -0.37
H 1.00 1.74 1.47
H 2.78 3.21 -0.34
H 3.98 0.70 -0.74
H 1.63 -0.49 -1.57
H 3.11 -1.47 0.20
H -1.41 1.17 2.37
F -3.34 2.58 1.30
H -4.16 1.47 -0.89
H -3.27 -0.61 -1.84
*
```

Here are the Löwdin charges for atoms 1 to 2, given in e: -0.06, 0.10